Record 1
A molecular structure, C26H30GdN3O4S3 in a non-equilibrium geometry. Source: OMol25; level of theory: ωB97M-V/def2-TZVPD.

Last column: Löwdin spin population.
Positions of all 67 atoms, in Å:
Gd (-0.799, -0.264, 0.180)  6.80
C (-3.187, 1.593, 1.068)  0.00
N (-3.220, 0.143, 0.935)  -0.01
C (-3.548, -0.465, 2.221)  0.00
C (-2.469, -0.226, 3.220)  0.00
N (-1.175, -0.866, 2.813)  0.00
C (-1.213, -2.288, 3.132)  0.00
C (0.034, -0.256, 3.377)  0.00
C (0.018, 0.602, 4.534)  0.00
C (1.197, 1.138, 5.005)  0.01
C (2.380, 0.923, 4.317)  0.00
C (2.422, 0.158, 3.184)  0.01
C (1.247, -0.503, 2.715)  0.00
S (1.370, -1.504, 1.334)  0.08
C (-4.044, -0.350, -0.160)  0.00
C (-5.324, 0.158, -0.277)  0.00
C (-6.227, -0.374, -1.163)  0.00
C (-5.821, -1.555, -1.850)  0.00
C (-4.523, -2.005, -1.774)  0.01
C (-3.605, -1.459, -0.849)  0.01
S (-2.095, -2.343, -0.760)  0.10
H (-4.039, 1.944, 1.634)  0.00
H (-2.998, 2.056, 0.060)  0.00
H (-2.320, 1.869, 1.639)  0.00
H (-3.679, -1.524, 2.079)  0.00
H (-4.533, -0.082, 2.606)  0.00
H (-2.756, -0.534, 4.241)  0.00
H (-2.236, 0.823, 3.355)  0.00
H (-1.222, -2.483, 4.220)  0.00
H (-0.358, -2.747, 2.648)  0.00
H (-2.048, -2.785, 2.626)  0.00
H (-0.995, 0.701, 4.979)  0.00
H (1.115, 1.649, 5.997)  0.00
H (3.343, 1.274, 4.666)  0.00
H (3.277, 0.001, 2.613)  0.00
H (-5.565, 0.973, 0.345)  0.00
H (-7.335, -0.084, -1.316)  0.00
H (-6.491, -1.990, -2.544)  0.00
H (-4.261, -2.916, -2.261)  0.00
C (5.704, -2.979, -2.914)  0.00
C (4.985, -1.638, -2.650)  0.00
C (3.546, -1.553, -2.721)  0.00
C (2.855, -0.487, -2.229)  0.00
C (3.640, 0.682, -1.864)  0.00
C (5.023, 0.647, -1.989)  0.00
C (5.723, -0.517, -2.317)  0.00
S (2.862, 2.172, -1.310)  0.00
O (1.762, 1.627, -0.575)  0.00
O (3.889, 3.032, -0.780)  0.00
N (2.317, 2.939, -2.630)  0.00
C (1.319, 2.303, -3.489)  0.00
C (-0.140, 2.406, -3.039)  0.00
C (-0.475, 1.509, -1.868)  0.00
O (-0.228, 0.302, -2.070)  0.00
O (-0.980, 1.956, -0.795)  -0.01
H (5.024, -3.801, -2.734)  0.00
H (6.531, -2.985, -2.212)  0.00
H (6.216, -3.003, -3.945)  0.00
H (3.055, -2.517, -2.859)  0.00
H (1.828, -0.397, -2.181)  0.00
H (5.648, 1.517, -1.817)  0.00
H (6.819, -0.534, -2.127)  0.00
H (2.954, 3.675, -2.998)  0.00
H (1.535, 1.217, -3.564)  0.00
H (1.443, 2.686, -4.469)  0.00
H (-0.700, 1.942, -3.866)  0.00
H (-0.476, 3.399, -2.777)  0.00

The calculation puts the largest force on an atom at 3.93 eV/A. Its spin multiplicity is 8. As for the calculated total energy: -3434.27253 hartree. The calculation puts the highest occupied orbital energy (alpha / beta) at -7.6 / -7.4 eV. The molecular weight comes out at 701.994 g mol⁻¹. The calculation puts the orbital gap (alpha / beta) at 8.054 / 5.658 eV. As for the LUMO energy (alpha / beta): 0.49 / -1.76 eV.

Record 2
A molecular structure, C30H47F5I2N4O3S2ScSi3 in a non-equilibrium geometry. Source: OMol25; level of theory: ωB97M-V/def2-TZVPD.

Last column: Löwdin charge in e.
Positions of all 97 atoms, in Å:
Sc (0.355, -0.125, 0.540)  0.98
C (-3.801, 2.640, 1.930)  -0.17
Si (-2.589, 1.548, 0.931)  0.48
C (-1.348, 2.726, 0.048)  -0.19
C (-3.696, 0.948, -0.517)  -0.16
C (-1.519, 0.249, 1.905)  -0.53
Si (-1.404, 0.759, 3.758)  0.46
C (-0.192, -0.318, 4.792)  -0.17
C (-3.052, 0.554, 4.711)  -0.18
C (-0.883, 2.596, 3.970)  -0.17
Si (-2.398, -1.451, 1.820)  0.48
C (-4.290, -1.475, 2.131)  -0.15
C (-1.717, -2.892, 2.865)  -0.19
C (-2.234, -1.829, -0.064)  -0.34
C (-3.077, -2.726, -0.715)  -0.05
C (-3.093, -2.802, -2.094)  -0.03
C (-2.276, -1.936, -2.806)  -0.04
C (-1.449, -1.084, -2.099)  -0.17
N (-1.390, -1.050, -0.763)  -0.06
H (-4.092, 3.507, 1.345)  0.04
H (-3.381, 2.997, 2.860)  0.01
H (-4.710, 2.095, 2.164)  0.03
H (-1.764, 3.091, -0.884)  0.03
H (-0.413, 2.198, -0.195)  -0.04
H (-1.110, 3.594, 0.651)  0.03
H (-4.393, 1.734, -0.787)  0.04
H (-4.277, 0.072, -0.261)  0.02
H (-3.117, 0.716, -1.405)  0.01
H (-0.708, -0.690, 5.672)  0.03
H (0.667, 0.241, 5.152)  0.02
H (0.166, -1.188, 4.250)  0.01
H (-3.340, -0.491, 4.762)  0.02
H (-3.868, 1.098, 4.251)  0.01
H (-2.951, 0.918, 5.731)  0.04
H (0.032, 2.703, 4.542)  0.02
H (-1.650, 3.140, 4.510)  0.03
H (-0.747, 3.087, 3.013)  0.00
H (-4.615, -0.547, 2.586)  0.01
H (-4.577, -2.279, 2.802)  0.04
H (-4.866, -1.597, 1.218)  0.02
H (-1.981, -2.764, 3.908)  0.03
H (-0.641, -2.998, 2.805)  -0.05
H (-2.142, -3.834, 2.532)  0.04
H (-3.721, -3.367, -0.133)  0.12
H (-3.741, -3.493, -2.613)  0.12
H (-2.282, -1.924, -3.883)  0.11
H (-0.820, -0.372, -2.622)  0.08
C (1.658, 3.606, 1.628)  -0.12
O (1.574, 2.200, 1.790)  -0.25
C (2.437, 1.782, 2.834)  -0.18
C (2.571, 0.261, 2.732)  -0.15
O (2.540, -0.125, 1.361)  -0.32
C (3.803, 0.140, 0.745)  -0.07
H (1.281, 4.132, 2.512)  0.10
H (1.065, 3.872, 0.758)  0.06
H (2.700, 3.907, 1.466)  0.07
H (2.037, 2.067, 3.813)  0.12
H (3.414, 2.272, 2.713)  0.13
H (1.711, -0.227, 3.198)  0.09
H (3.499, -0.073, 3.214)  0.15
H (4.539, -0.586, 1.105)  0.12
H (4.149, 1.152, 0.967)  0.05
H (3.691, 0.028, -0.329)  0.06
S (0.460, 2.313, -2.863)  0.61
C (0.610, 2.636, -4.503)  -0.72
N (1.676, 3.341, -4.968)  0.05
C (1.884, 3.600, -6.274)  -0.06
C (1.002, 3.157, -7.212)  -0.05
C (-0.135, 2.438, -6.787)  -0.03
C (-0.328, 2.185, -5.460)  -0.08
H (2.327, 3.685, -4.266)  0.05
H (2.771, 4.165, -6.515)  0.14
H (1.162, 3.355, -8.257)  0.11
H (-0.845, 2.094, -7.523)  0.12
H (-1.184, 1.645, -5.091)  0.11
N (1.300, -1.998, -2.671)  0.22
C (1.759, -0.764, -2.380)  -0.65
N (2.592, -0.206, -3.270)  0.20
O (1.388, -0.148, -1.362)  -0.18
H (1.694, -2.526, -3.431)  0.13
H (0.793, -2.491, -1.948)  0.08
H (2.918, -0.701, -4.081)  0.12
H (2.938, 0.723, -3.080)  0.00
I (3.163, 3.082, -1.691)  0.33
I (5.613, 3.658, -0.586)  0.07
F (4.412, -6.592, -2.028)  0.13
C (3.616, -5.734, -1.384)  -0.13
C (2.467, -6.177, -0.723)  -0.14
F (2.167, -7.478, -0.721)  0.13
C (1.628, -5.276, -0.086)  -0.23
F (0.515, -5.734, 0.496)  0.09
C (1.899, -3.893, -0.056)  -0.52
S (0.822, -2.801, 0.738)  0.76
C (3.070, -3.497, -0.712)  -0.23
F (3.383, -2.179, -0.744)  0.05
C (3.908, -4.377, -1.372)  -0.14
F (4.984, -3.894, -2.011)  0.11

The calculation puts the largest force on an atom at 1.10 eV/A. Its spin multiplicity is 1. As for the calculated total energy: -5136.40623 hartree. The calculation puts the highest occupied orbital energy at -10.1 eV. The molecular weight comes out at 1053.877 g mol⁻¹. As for the total charge: +1. The calculation puts the orbital gap at 6.497 eV. As for the LUMO energy: -3.59 eV.